107
Properties=species:S:1:pos:R:3:lowdin_charge:R:1 method="wB97M-V/def2-TZVPD" total_charge=-2 de_lowest_kcal_mol=26.2 e_lumo_ev=3.79
Tl -0.380 -1.084 -0.857 1.0398
O -4.654 -5.345 -3.820 0.0306
C -3.771 -4.392 -3.357 -0.2921
C -2.404 -4.607 -3.415 0.0398
C -1.549 -3.613 -2.957 -0.1709
N -2.009 -2.474 -2.461 0.0930
C -3.314 -2.237 -2.444 -0.1635
C -4.241 -3.178 -2.876 0.0585
C -3.733 -0.792 -2.096 -0.6602
O -4.938 -0.578 -1.915 -0.0190
O -2.797 0.039 -2.118 -0.1372
C -0.020 -3.744 -3.159 -0.6777
O 0.371 -4.817 -3.642 -0.0388
O 0.661 -2.736 -2.880 -0.1332
H -4.126 -6.109 -4.089 0.0938
H -1.984 -5.517 -3.824 0.1126
H -5.296 -2.957 -2.864 0.1169
C -0.784 1.943 3.419 -0.0445
C 0.328 2.847 2.913 -0.4586
C 0.282 4.216 3.592 -0.0494
O 0.202 3.059 1.504 -0.2054
P 1.171 2.192 0.527 0.4870
O 1.512 0.865 1.010 -0.2627
C 0.230 2.430 -1.014 -0.2152
P 1.258 2.017 -2.462 0.4984
O 2.544 1.343 -2.256 -0.2334
O 1.436 3.564 -3.005 -0.2301
C 2.164 3.780 -4.206 -0.4606
C 3.666 3.817 -3.935 -0.0442
C 1.661 5.086 -4.816 -0.0426
O 0.304 1.450 -3.582 -0.1822
C 0.323 0.154 -4.223 -0.4286
C -1.096 -0.086 -4.708 -0.0317
C 1.327 0.181 -5.370 -0.0460
O 2.538 3.043 0.478 -0.1724
C 2.819 4.264 -0.187 -0.4566
C 2.463 5.469 0.682 -0.0425
C 4.313 4.241 -0.501 -0.0431
H -0.637 1.730 4.475 0.0852
H -0.794 0.991 2.890 0.0637
H -1.752 2.420 3.288 0.0825
H 1.296 2.367 3.107 0.1350
H -0.601 4.755 3.254 0.0812
H 1.164 4.800 3.343 0.0570
H 0.225 4.088 4.670 0.0748
H -0.120 3.457 -1.094 0.0877
H -0.629 1.761 -0.974 0.0293
H 1.955 2.951 -4.892 0.1208
H 3.926 4.714 -3.377 0.0662
H 4.224 3.807 -4.870 0.0806
H 3.925 2.942 -3.346 0.0606
H 2.003 5.929 -4.220 0.0742
H 0.575 5.084 -4.825 0.0801
H 2.032 5.194 -5.832 0.0754
H 0.605 -0.627 -3.510 0.0802
H -1.351 0.608 -5.508 0.0795
H -1.780 0.046 -3.871 0.0516
H -1.183 -1.106 -5.064 0.0864
H 1.115 1.013 -6.046 0.0725
H 1.252 -0.754 -5.917 0.0834
H 2.337 0.283 -4.981 0.0744
H 2.247 4.303 -1.118 0.1100
H 3.024 5.435 1.614 0.0792
H 1.401 5.471 0.909 0.0681
H 2.715 6.385 0.150 0.0761
H 4.883 4.209 0.425 0.0808
H 4.599 5.122 -1.070 0.0720
H 4.533 3.347 -1.075 0.0745
N 2.315 -3.830 7.936 0.0631
C 1.606 -3.571 6.753 -0.3446
C 0.667 -4.490 6.283 -0.0453
C -0.129 -4.177 5.198 -0.0773
C 0.027 -2.964 4.557 -0.2942
C 0.968 -2.054 4.996 -0.0574
C 1.762 -2.356 6.089 -0.0441
S -1.173 -2.433 3.312 0.6106
O -1.506 -1.087 3.732 -0.3276
O -2.277 -3.376 3.407 -0.3329
N -0.539 -2.402 1.843 -0.0825
C 0.290 -3.359 1.505 -0.4959
N 0.676 -3.384 0.204 0.0582
C 1.569 -4.264 -0.166 -0.1286
C 2.124 -5.188 0.721 -0.0759
C 1.645 -5.124 2.019 -0.1579
N 0.751 -4.246 2.420 0.1045
H 2.413 -4.812 8.148 0.0716
H 3.188 -3.325 8.010 0.0734
H 0.553 -5.442 6.787 0.0982
H -0.870 -4.861 4.813 0.1076
H 1.057 -1.117 4.468 0.1145
H 2.492 -1.642 6.451 0.0998
H 1.845 -4.240 -1.213 0.1020
H 2.869 -5.908 0.415 0.0783
H 1.986 -5.810 2.795 0.0991
C -4.477 1.078 1.198 -0.1546
C -4.424 -0.097 2.171 -0.1477
C -3.556 -1.058 1.369 -0.2084
O -2.539 -0.244 0.820 -0.2552
C -3.066 1.059 0.601 -0.2095
H -4.712 2.037 1.661 0.0986
H -5.196 0.872 0.406 0.1007
H -5.401 -0.513 2.415 0.1064
H -3.897 0.179 3.085 0.1041
H -4.147 -1.521 0.567 0.1248
H -3.079 -1.828 1.968 0.0625
H -3.086 1.265 -0.474 0.0934
H -2.398 1.772 1.099 0.0966

=====

58
Properties=species:S:1:pos:R:3:nbo_charge:R:1 method="wB97M-V/def2-TZVPD" total_charge=+1 de_lowest_kcal_mol=36.7 e_lumo_ev=-4.67
Ir 0.195 0.315 0.548 0.8680
Se 6.532 4.786 -0.410 1.0361
N 6.338 3.075 -0.053 -0.6202
C 5.056 2.841 0.079 0.1717
C 4.490 1.549 0.408 -0.0894
C 5.275 0.428 0.686 -0.0878
C 4.656 -0.741 1.069 -0.2287
C 3.267 -0.779 1.110 0.1009
N 2.514 0.261 0.796 -0.4612
C 3.098 1.430 0.491 0.1597
C 2.234 2.591 0.325 0.2519
N 0.910 2.417 0.479 -0.4715
C 0.098 3.467 0.448 0.0881
C 0.557 4.760 0.221 -0.2291
C 1.902 4.956 0.004 -0.0841
C 2.766 3.858 0.070 -0.0909
C 4.199 3.983 -0.089 0.1002
N 4.808 5.112 -0.358 -0.6055
H 6.351 0.518 0.620 0.2533
H 5.226 -1.618 1.337 0.2447
H 2.748 -1.677 1.419 0.2172
H -0.956 3.272 0.595 0.2428
H -0.144 5.582 0.208 0.2490
H 2.321 5.932 -0.201 0.2546
C -5.943 -1.324 0.837 -0.6445
C -4.724 -0.870 1.611 -0.0559
O -3.874 0.028 0.855 -0.8424
P -3.158 -0.380 -0.494 1.7327
S -1.729 1.065 -0.753 -0.4581
S -2.565 -2.265 -0.529 -0.6747
O -4.264 -0.061 -1.587 -0.8397
C -3.947 0.027 -2.992 -0.0624
C -4.965 -0.761 -3.782 -0.6267
H -6.562 -1.954 1.476 0.2262
H -5.645 -1.902 -0.037 0.2263
H -6.527 -0.467 0.502 0.2197
H -4.124 -1.726 1.927 0.1944
H -5.006 -0.289 2.487 0.1978
H -2.936 -0.350 -3.169 0.1893
H -3.976 1.083 -3.264 0.1883
H -4.898 -1.824 -3.550 0.2221
H -4.781 -0.624 -4.848 0.2205
H -5.971 -0.412 -3.555 0.2204
C 0.629 -5.285 0.580 -0.4056
N 0.704 -3.928 0.071 -0.3106
C 1.062 -3.554 -1.201 -0.0616
C 0.957 -2.199 -1.248 -0.0745
N 0.552 -1.753 -0.019 -0.5195
C 0.402 -2.815 0.749 0.2297
H 1.511 -5.846 0.280 0.2243
H -0.257 -5.789 0.195 0.2299
H 0.575 -5.261 1.665 0.2265
H 1.354 -4.263 -1.955 0.2415
H 1.145 -1.528 -2.069 0.2339
H 0.078 -2.804 1.777 0.2384
Se -0.650 0.222 2.874 0.2256
C 1.015 0.618 3.488 -0.0324
N 2.071 0.874 3.878 -0.3485

=====

94
Properties=species:S:1:pos:R:3:lowdin_charge:R:1 method="wB97M-V/def2-TZVPD" total_charge=-1 de_lowest_kcal_mol=8.5 e_lumo_ev=1.82
Pb 0.082 -0.483 -0.035 1.3854
C -3.954 -2.154 1.824 -0.0610
C -3.106 -1.151 1.340 -0.1469
N -2.106 -1.679 0.647 -0.0388
N -2.274 -3.014 0.673 -0.0330
C -3.377 -3.324 1.374 -0.0880
B -1.271 -3.968 -0.003 -0.5298
N 0.108 -3.861 0.691 -0.0225
C 0.787 -4.857 1.281 -0.0855
C 1.999 -4.367 1.721 -0.0550
C 1.978 -3.019 1.350 -0.1276
N 0.839 -2.728 0.729 -0.0185
N -1.120 -3.638 -1.499 -0.0428
C -1.474 -4.386 -2.560 -0.0979
C -1.125 -3.700 -3.705 -0.0791
C -0.548 -2.513 -3.227 -0.1640
N -0.552 -2.488 -1.903 -0.0136
H -4.845 -2.040 2.416 0.0856
H -3.169 -0.081 1.468 0.0879
H -3.670 -4.353 1.500 0.1125
H -1.672 -5.099 0.115 0.1149
H 0.356 -5.842 1.342 0.1135
H 2.778 -4.896 2.241 0.0878
H 2.723 -2.254 1.494 0.1022
H -1.939 -5.348 -2.422 0.1101
H -1.262 -4.011 -4.726 0.0800
H -0.120 -1.686 -3.773 0.0994
O 3.413 0.846 5.423 0.1089
C 2.803 0.595 4.413 -0.2738
C 1.295 0.455 4.284 -0.3068
O 0.481 0.601 5.176 0.0830
C 1.035 0.162 2.871 -0.3392
C 2.241 0.195 2.150 -0.3397
O 2.284 0.033 0.871 -0.2383
C 3.384 0.373 3.030 -0.3088
O 4.566 0.353 2.723 0.0636
O -0.106 -0.040 2.331 -0.2130
N -1.545 3.647 -0.225 -0.4403
P -1.195 2.503 1.002 0.9421
C -2.452 2.800 2.293 -0.3638
C -2.545 1.855 3.318 -0.1170
C -3.479 2.021 4.332 -0.0716
C -4.336 3.112 4.321 -0.0986
C -4.255 4.046 3.297 -0.0974
C -3.314 3.892 2.289 -0.0961
C 0.296 3.248 1.771 -0.3305
C 0.487 3.288 3.151 -0.0846
C 1.702 3.691 3.687 -0.0757
C 2.748 4.058 2.853 -0.0783
C 2.569 4.027 1.478 -0.0751
C 1.355 3.621 0.941 -0.0894
P -1.667 3.085 -1.836 0.9697
C -0.002 3.464 -2.502 -0.3977
C 0.515 4.749 -2.665 -0.1090
C 1.852 4.932 -2.981 -0.0894
C 2.690 3.831 -3.134 -0.0812
C 2.186 2.550 -2.986 -0.0708
C 0.842 2.369 -2.678 -0.1156
C -2.644 4.443 -2.579 -0.3853
C -3.598 5.140 -1.842 -0.1001
C -4.401 6.099 -2.447 -0.0927
C -4.267 6.370 -3.799 -0.1032
C -3.327 5.672 -4.548 -0.0930
C -2.526 4.717 -3.944 -0.1120
H -1.267 4.612 -0.078 0.0705
H -1.871 1.004 3.331 0.0862
H -3.529 1.292 5.131 0.1067
H -5.066 3.238 5.112 0.0954
H -4.923 4.899 3.286 0.0954
H -3.255 4.624 1.493 0.0766
H -0.295 2.973 3.829 0.0996
H 1.835 3.679 4.761 0.1141
H 3.703 4.346 3.274 0.1045
H 3.380 4.295 0.813 0.1018
H 1.249 3.572 -0.136 0.0792
H -0.130 5.612 -2.536 0.1052
H 2.246 5.934 -3.099 0.0986
H 3.738 3.978 -3.367 0.1012
H 2.827 1.685 -3.100 0.0646
H 0.471 1.357 -2.560 0.0577
H -3.718 4.923 -0.788 0.0777
H -5.135 6.633 -1.856 0.0989
H -4.891 7.118 -4.271 0.0959
H -3.217 5.876 -5.606 0.0990
H -1.791 4.183 -4.535 0.1046
N 4.026 -0.719 -1.059 0.1993
C 3.238 -1.027 -2.095 -0.6811
O 2.074 -0.655 -2.204 -0.1021
C 3.855 -1.890 -3.178 -0.5489
I 4.229 -0.730 -4.929 0.7733
H 3.596 -0.263 -0.237 0.0785
H 4.949 -1.107 -0.983 0.1074
H 3.140 -2.652 -3.470 0.0490
H 4.803 -2.336 -2.894 0.0367

=====

14
Properties=species:S:1:pos:R:3:mulliken_spin:R:1 method="wB97M-V/def2-TZVPD" total_charge=0 multiplicity=3 e_lumo_ev="0.38 / -2.50"
C 1.536 0.413 -1.314 0.7897
C 0.049 0.697 -0.936 -0.0254
C -0.204 0.048 0.547 0.0386
C -1.161 -0.988 0.782 -0.0152
N 2.273 -0.189 -0.505 0.4361
O -0.181 1.122 1.359 0.0235
S 1.552 -0.781 0.821 0.6536
Br -1.082 -0.036 -2.252 0.0907
H 1.882 0.801 -2.308 0.0200
H -0.247 1.777 -0.763 0.0238
H -1.594 -1.090 1.845 -0.0049
H -0.830 -1.958 0.384 -0.0022
H -2.083 -0.621 0.153 0.0025
H 0.089 0.805 2.188 -0.0307